1.
The following is a quantum chemistry calculation of a cluster of 8 separate species, H16O8 in total, from the Open Molecules 2025 dataset.

Geometry as XYZ:
```
24
Properties=species:S:1:pos:R:3:forces:R:3
H -1.47768 -0.34828 -0.67345 -0.1 -0.4 -0.1
H -0.51057 -0.20208 -1.83680 0.0 0.1 -0.1
H 1.61088 -1.12302 1.07285 -0.1 -0.1 0.1
H 0.72962 -2.24486 1.59715 0.1 -0.1 -0.1
H -3.57536 3.08627 0.76461 -0.1 0.0 0.0
H -3.72200 3.21052 -0.74307 0.0 0.0 0.1
H -0.93326 1.22636 -0.41704 0.6 0.9 0.0
H 0.35203 1.87068 -0.90990 -0.3 0.1 0.0
H -0.26883 -2.46205 -1.26859 0.3 0.0 0.0
H 0.87892 -1.49454 -1.03063 0.0 -0.7 0.0
H -4.33193 -3.02459 0.23699 0.0 -0.1 0.1
H -3.11602 -2.20672 0.64033 -0.1 -0.1 0.1
H 3.56097 2.33524 1.04389 -0.1 0.1 0.1
H 2.08799 2.09338 0.75777 -0.1 0.1 0.1
H 4.37538 0.84112 -0.48483 0.1 -0.1 -0.1
H 3.71082 -0.38818 0.11285 0.2 -0.2 0.0
O -0.53828 -0.27420 -0.87606 -0.9 -1.1 0.1
O 1.64236 -2.04139 1.36371 0.1 0.3 0.3
O -4.20408 2.94438 0.04798 0.2 -0.1 0.0
O -0.56595 2.07253 -0.69647 -0.1 1.8 0.2
O 0.69288 -2.40304 -1.29333 0.2 -0.6 -0.6
O -3.67027 -2.93910 0.93261 0.1 0.1 -0.2
O 2.67943 2.52718 1.38307 0.1 -0.2 -0.2
O 4.04253 -0.03251 -0.71929 -0.2 0.3 0.2
```
Forces are in eV/Å.

The HOMO energy is -0.4043 hartree. Its multiplicity is 1. Its SMILES is O.O.O.O.O.O.O.O. The value obtained for the HOMO-LUMO gap is 10.327 eV.

---

2.
The following is a quantum chemistry calculation of a cluster of 10 separate species, C8H36O10 in total, from the Open Molecules 2025 dataset.

Geometry as XYZ:
```
54
Properties=species:S:1:pos:R:3:forces:R:3
C -4.08939 1.63216 1.21101 -0.6 -1.2 -1.0
O -4.00328 1.58033 2.63319 0.1 0.8 -0.5
H -3.22517 1.21422 0.69354 0.5 0.3 0.3
H -4.87456 0.93265 0.92254 -0.3 0.1 0.1
H -4.34527 2.58928 0.75649 0.1 0.2 0.5
H -3.46263 2.33483 2.87938 0.0 -0.1 0.4
C -0.81057 -0.87229 -3.34135 -1.3 0.1 -0.6
O -1.60968 0.21055 -2.85709 0.8 -0.5 -0.4
H 0.23497 -0.62032 -3.52259 0.2 0.1 0.3
H -0.95424 -1.74517 -2.70324 0.4 -0.1 0.2
H -1.23718 -1.15883 -4.30293 0.1 0.0 -0.1
H -1.23825 0.36312 -1.98324 -0.3 0.4 0.5
C 2.06605 2.57731 -0.56175 0.4 -0.2 0.2
C 1.61027 1.90861 -1.86173 0.3 1.8 -1.2
C 0.46094 2.66285 -2.53091 -1.2 0.6 0.7
O 2.66120 2.00925 -2.84159 0.8 -1.2 0.1
H 2.36691 3.61013 -0.74201 -0.6 0.3 -0.2
H 3.00315 2.18282 -0.16642 0.0 -0.7 -0.2
H 1.34421 2.51480 0.25247 -0.2 0.2 -0.2
H 1.39668 0.84716 -1.74171 0.0 0.1 -0.1
H 0.69238 3.71736 -2.68980 0.7 0.1 0.2
H -0.43168 2.73719 -1.90826 -0.1 -0.4 0.1
H 0.13615 2.33372 -3.51755 0.3 -0.7 0.2
H 2.95245 2.91693 -2.95644 -0.3 0.1 0.2
C 1.09045 -3.07814 1.27711 -0.1 0.5 0.0
C 2.05175 -2.71402 0.13272 -0.8 -0.3 0.9
C 1.66162 -3.40252 -1.12483 0.1 -0.8 -0.8
O 1.98807 -1.29866 -0.12018 0.0 0.4 0.6
H 1.45928 -2.76608 2.25424 0.1 0.0 -0.1
H 0.86508 -4.14310 1.33140 0.4 -0.1 -0.2
H 0.12013 -2.60265 1.12891 0.0 0.2 -0.1
H 3.07069 -2.93440 0.45335 0.1 -0.2 -0.2
H 0.61732 -3.24533 -1.39526 -0.1 0.2 0.3
H 1.81000 -4.47895 -1.03562 0.1 0.0 -0.1
H 2.25812 -3.04258 -1.96389 0.1 -0.1 -0.1
H 2.65352 -1.11173 -0.78795 0.0 0.2 -0.2
O 0.24301 -0.21542 3.16883 -0.2 0.2 0.1
H 1.17749 -0.00659 3.08785 0.7 0.0 0.0
H 0.22170 -1.03412 3.66654 -0.1 -0.2 0.1
O 2.83175 -0.18072 2.31583 0.1 0.2 0.4
H 2.47675 -0.53990 1.49741 -0.2 -0.2 -0.7
H 3.77726 -0.32113 2.25218 0.2 0.1 0.2
O -3.00408 -1.69092 -0.14075 -0.4 -0.4 -0.4
H -3.30451 -1.23310 0.64548 0.2 -0.1 0.4
H -2.20388 -1.22812 -0.39646 0.3 0.3 0.0
O -0.81035 1.86064 1.66003 0.0 0.5 0.0
H -1.14467 2.58136 2.19524 0.0 0.2 0.0
H -0.24907 1.35838 2.25435 0.1 -0.2 0.5
O -0.56570 0.03614 -0.24564 0.0 -0.3 -0.3
H -0.57695 0.49296 0.60042 -0.4 0.2 -0.1
H 0.30219 -0.37128 -0.28825 0.3 -0.4 0.0
O -2.56016 -0.77306 2.80899 0.0 -0.6 -0.1
H -1.71272 -0.34338 2.94191 0.1 0.1 -0.1
H -3.18752 -0.05226 2.70604 -0.1 0.4 0.3
```
Forces are in eV/Å.

The HOMO energy is -0.3538 hartree. Its multiplicity is 1. Its SMILES is CC(C)O.CC(C)O.CO.CO.O.O.O.O.O.O. The value obtained for the HOMO-LUMO gap is 9.665 eV.

---

Q: Which value of multiplicity does entry 2 give?
A: 1

---

Q: What is the formula in the second record?
A: C8H36O10